Computed, not measured: the molecule C4H5N3O at a distorted geometry, with ωB97M-V/def2-TZVPD.

Properties
- Spin multiplicity: 1
- Charge: 0
- HOMO energy: -8.5 eV

```
13
Properties=species:S:1:pos:R:3:forces:R:3
C 1.0471 0.7953 0.1769 -0.76 -1.36 -0.51
C 1.4254 -0.3802 -0.3189 1.22 0.45 -0.11
O 0.6381 -1.4394 -0.6201 -1.81 -0.84 0.87
C -0.3308 -1.7013 0.3997 1.72 0.19 -0.93
N -1.4658 -1.2180 0.4440 -1.36 0.38 -0.03
N -1.9140 -0.3417 -0.5215 0.95 1.33 0.39
C -1.3608 0.8263 -0.4447 -0.48 -2.03 -1.08
N -0.3102 1.1514 0.4074 0.60 1.84 0.88
H 1.7968 1.5064 0.4481 0.14 0.41 0.01
H 2.4504 -0.5973 -0.5978 0.07 0.32 0.27
H 0.0204 -2.3051 1.2177 0.18 -0.41 -0.03
H -1.6869 1.5489 -1.1849 -0.20 0.18 0.23
H -0.3097 2.1547 0.5940 -0.27 -0.45 0.04
```
Positions in Å, forces in eV/Å.

The computed natural (NBO) charges, all in e, follow:
1 C -0.104
2 C 0.065
3 O -0.525
4 C 0.355
5 N -0.268
6 N -0.245
7 C 0.217
8 N -0.658
9 H 0.217
10 H 0.194
11 H 0.181
12 H 0.184
13 H 0.389

=====

Computed, not measured: a cluster of 2 separate species, C4H5N3O in total at a distorted geometry, with ωB97M-V/def2-TZVPD.

Properties
- Spin multiplicity: 1
- Charge: 0
- HOMO energy: -9.3 eV

```
13
Properties=species:S:1:pos:R:3:forces:R:3
C -0.8179 0.6108 -0.0386 -1.84 -7.97 0.18
C -0.0738 -1.5136 0.0936 0.65 1.33 -2.26
C 1.5363 0.4943 -0.0074 2.74 -1.74 0.13
C 2.8597 -0.0127 0.1020 -3.23 1.21 -1.55
H -0.3514 2.5355 0.7922 -3.02 -2.70 -3.46
H 0.7465 -2.1002 -0.2473 -0.34 -2.29 0.61
H 1.2857 1.5923 0.0880 0.75 -1.34 -0.56
H 3.7156 0.6943 -0.1553 -1.23 -1.11 1.09
H 3.0002 -1.1287 0.0722 0.07 1.41 -0.02
N -1.8636 -0.1922 0.0981 1.63 -1.33 -0.21
N -1.3390 -1.4569 0.0309 -4.08 -3.11 1.42
N 0.2954 -0.2806 -0.2213 3.77 9.25 1.80
O -1.1340 1.8052 -0.1001 4.14 8.41 2.83
```
Positions in Å, forces in eV/Å.

The computed natural (NBO) charges, all in e, follow:
1 C 0.563
2 C 0.127
3 C -0.009
4 C -0.456
5 H 0.433
6 H 0.212
7 H 0.189
8 H 0.235
9 H 0.211
10 N -0.291
11 N -0.262
12 N -0.392
13 O -0.559

=====

Computed, not measured: a structure of composition C4H5N3O at a distorted geometry, with ωB97M-V/def2-TZVPD.

Properties
- Spin multiplicity: 1
- Charge: 0
- HOMO energy: -9.3 eV

```
13
Properties=species:S:1:pos:R:3:forces:R:3
C 1.0335 -0.3221 0.0402 5.81 1.33 -1.36
C -1.4121 -0.1675 0.6999 -0.18 -0.05 2.04
C -0.9474 0.7866 -0.4452 -11.08 -3.98 -1.25
C 0.3260 1.0693 -0.2513 3.19 -1.15 1.51
H 2.9647 0.2927 0.1270 -1.37 -0.16 0.70
H 0.7609 -2.0349 -1.3319 -1.78 2.89 3.87
H -2.5262 -0.1888 1.4606 3.40 0.07 -3.28
H -0.5187 -0.2255 1.3728 -1.32 -0.29 0.28
H -1.9967 1.3289 -0.8463 3.83 -1.10 0.46
N 2.2913 -0.4937 0.2383 0.02 0.51 -0.37
N 0.3481 -1.4265 -0.3440 -2.76 -0.95 -3.21
N -1.0386 -0.7808 -0.5631 -1.01 -0.51 0.42
O 0.7152 2.1623 -0.1571 3.26 3.41 0.18
```
Positions in Å, forces in eV/Å.

The computed natural (NBO) charges, all in e, follow:
1 C 0.268
2 C -0.230
3 C -0.208
4 C 0.444
5 H 0.367
6 H 0.429
7 H 0.261
8 H 0.201
9 H 0.278
10 N -0.627
11 N -0.458
12 N -0.243
13 O -0.482

=====

Computed, not measured: the molecule C4H5N3O at a distorted geometry, with ωB97M-V/def2-TZVPD.

Properties
- Spin multiplicity: 1
- Charge: 0
- HOMO energy: -10.3 eV

```
13
Properties=species:S:1:pos:R:3:forces:R:3
H 0.8077 1.7198 2.1347 0.53 3.47 0.77
N 0.5853 0.8018 2.0193 0.07 -3.24 -0.28
C 0.4861 0.6022 0.7942 -1.22 2.35 -2.00
N 0.4053 1.6475 -0.2646 1.94 -1.44 -0.49
C 0.3062 0.9761 -1.3664 -1.20 1.58 0.90
C -0.2499 -0.3984 -1.0968 -3.76 -2.65 -2.84
O -1.1344 -1.1309 -1.7154 4.56 3.41 2.33
N 0.1489 -0.5658 0.1695 0.50 -1.09 0.21
C -0.3165 -1.5111 1.0478 -1.94 -3.97 4.36
H 0.3794 1.5027 -2.2945 -0.25 -0.09 -0.61
H -0.8318 -2.4700 0.7102 1.04 1.55 -0.67
H -1.1532 -1.0126 1.6723 1.46 -0.90 -0.47
H 0.5418 -1.8905 1.7579 -1.74 1.02 -1.22
```
Positions in Å, forces in eV/Å.

The computed natural (NBO) charges, all in e, follow:
1 H 0.360
2 N -0.609
3 C 0.539
4 N -0.387
5 C 0.044
6 C 0.609
7 O -0.558
8 N -0.469
9 C -0.436
10 H 0.219
11 H 0.249
12 H 0.211
13 H 0.228

=====

Computed, not measured: the molecule C4H5N3O at a distorted geometry, with ωB97M-V/def2-TZVPD.

Properties
- Spin multiplicity: 1
- Charge: 0
- HOMO energy: -8.7 eV

```
13
Properties=species:S:1:pos:R:3:forces:R:3
C 2.4056 -0.3292 0.1930 -2.14 -2.82 -1.59
N 1.5027 -1.1378 -0.3594 2.62 2.66 0.91
N 0.2042 -0.7095 -0.2315 1.98 3.95 0.24
N -0.7097 -1.6033 -0.1679 -0.81 -2.29 0.91
C -1.7979 -0.9633 0.0644 -1.99 0.41 -0.73
C -1.6868 0.4512 -0.0525 -0.29 -1.65 1.31
C -0.3541 0.6210 -0.0760 1.66 -0.77 -1.27
O 0.3820 1.7690 -0.2079 0.28 -1.31 0.23
H 3.4560 -0.5625 0.0030 -0.46 -0.01 0.18
H 2.0996 0.4479 0.8587 0.05 0.71 0.13
H -2.6861 -1.4960 0.2940 -0.66 -0.39 -0.19
H -2.5405 1.0745 0.0531 -0.03 0.82 0.04
H -0.2749 2.4380 -0.3710 -0.21 0.69 -0.15
```
Positions in Å, forces in eV/Å.

The computed natural (NBO) charges, all in e, follow:
1 C -0.112
2 N -0.184
3 N -0.068
4 N -0.228
5 C -0.031
6 C -0.421
7 C 0.402
8 O -0.663
9 H 0.198
10 H 0.180
11 H 0.199
12 H 0.236
13 H 0.492

=====

Computed, not measured: the molecule C4H5N3O at a distorted geometry, with ωB97M-V/def2-TZVPD.

Properties
- Spin multiplicity: 1
- Charge: 0
- HOMO energy: -8.7 eV

```
13
Properties=species:S:1:pos:R:3:forces:R:3
C 2.4670 -0.2891 -0.0458 1.10 -0.47 -0.23
N 1.3349 -0.8273 -0.3072 3.92 0.06 -1.26
N 0.2642 -0.2812 0.2136 -3.38 -1.28 0.82
C -0.1716 1.0028 -0.0169 -0.70 0.01 0.44
C -1.5290 1.0634 -0.1245 1.83 0.16 -0.34
C -2.0075 -0.2927 -0.1180 -0.68 -2.08 0.95
O -3.1205 -0.7863 -0.0603 0.09 0.74 -0.31
N -0.8708 -1.1417 -0.0480 0.21 0.87 0.86
H 3.4006 -0.6323 -0.5709 -1.34 -0.09 0.51
H 2.6834 0.4679 0.7225 -0.64 0.11 -0.32
H 0.6165 1.7331 -0.0102 -0.18 0.45 -0.22
H -2.1150 1.9405 -0.2356 -0.37 0.41 -0.07
H -0.9521 -1.9571 0.6012 0.15 1.13 -0.83
```
Positions in Å, forces in eV/Å.

The computed natural (NBO) charges, all in e, follow:
1 C -0.128
2 N -0.212
3 N -0.108
4 C 0.040
5 C -0.379
6 C 0.600
7 O -0.599
8 N -0.446
9 H 0.194
10 H 0.163
11 H 0.222
12 H 0.245
13 H 0.407

=====

Computed, not measured: the molecule C4H5N3O at a distorted geometry, with ωB97M-V/def2-TZVPD.

Properties
- Spin multiplicity: 1
- Charge: 0
- HOMO energy (spin up / spin down): -7.5 / -7.5 eV

```
13
Properties=species:S:1:pos:R:3:forces:R:3
C 0.7622 0.1527 -1.0838 0.22 -0.68 -1.37
C 0.9858 0.4915 0.2300 -0.93 0.00 0.55
N -2.3112 -1.1917 0.2911 0.02 0.04 0.36
C 2.1079 1.0193 0.7225 -0.28 0.10 -0.05
O -1.2063 -0.3625 0.0088 0.89 0.11 -0.33
N 0.7297 -0.1052 -2.2483 -0.09 0.33 1.12
C -0.3790 0.2315 1.1433 -0.30 0.22 -0.34
N -0.6233 0.5493 2.2592 0.35 -0.18 -0.18
H -2.0866 -2.1113 -0.0840 0.11 0.16 0.05
H -3.0905 -0.8262 -0.2491 0.13 0.14 0.09
H -0.0161 -0.3718 -2.8780 0.10 0.05 0.11
H 3.0219 1.1173 0.1518 -0.10 0.03 -0.14
H 2.1055 1.4071 1.7363 -0.12 -0.31 0.13
```
Positions in Å, forces in eV/Å.

The computed natural (NBO) charges, all in e, follow:
1 C 0.652
2 C -0.312
3 N -0.485
4 C -0.185
5 O -0.496
6 N -0.565
7 C 0.357
8 N -0.517
9 H 0.330
10 H 0.338
11 H 0.442
12 H 0.204
13 H 0.236

=====

Computed, not measured: the molecule C4H5N3O at a distorted geometry, with ωB97M-V/def2-TZVPD.

Properties
- Spin multiplicity: 1
- Charge: 0
- HOMO energy: -9.4 eV

```
13
Properties=species:S:1:pos:R:3:forces:R:3
H -1.3936 2.5862 -0.8119 0.64 -0.24 -0.96
N -0.9139 2.1527 -1.6406 -0.20 -1.12 2.15
C -0.3904 1.0444 -1.2384 -1.25 2.19 -0.34
N 0.2057 0.2150 -2.0956 2.89 -4.06 -0.22
C 0.8418 -0.8584 -1.5952 -1.37 2.94 -0.86
N 0.8945 -1.2803 -0.2900 -1.20 0.58 1.02
C 0.1833 -0.5373 0.4853 0.04 0.90 1.65
C -0.0619 -0.6755 2.0322 0.30 0.88 0.14
O -0.4023 0.6538 0.0977 0.09 -1.21 0.74
H 1.4368 -1.4736 -2.2211 0.15 -0.30 -1.01
H -1.1837 -0.8560 2.1957 1.76 0.08 -0.14
H 0.1594 0.3851 2.4040 -0.51 -1.42 -0.37
H 0.6244 -1.3559 2.6781 -1.34 0.78 -1.80
```
Positions in Å, forces in eV/Å.

The computed natural (NBO) charges, all in e, follow:
1 H 0.338
2 N -0.653
3 C 0.616
4 N -0.475
5 C 0.303
6 N -0.538
7 C 0.654
8 C -0.693
9 O -0.496
10 H 0.190
11 H 0.253
12 H 0.247
13 H 0.256

=====

Computed, not measured: the molecule C4H5N3O at a distorted geometry, with ωB97M-V/def2-TZVPD.

Properties
- Spin multiplicity: 1
- Charge: 0
- HOMO energy (spin up / spin down): -9.5 / -8.6 eV

```
13
Properties=species:S:1:pos:R:3:forces:R:3
C -0.2956 0.8474 -0.1176 2.80 3.38 -1.51
C 0.7806 1.2627 -0.8449 -0.22 0.29 -0.10
C -0.3970 -0.4133 0.5314 -0.29 0.19 0.71
C -1.8207 -0.8174 0.7634 -0.31 -0.47 0.44
N 1.8823 0.4730 -1.3599 -0.93 1.95 -1.64
N 0.6484 -0.9828 0.9159 -0.07 -0.70 0.02
N 2.3175 -0.4130 -0.6899 -0.36 -1.59 3.36
O 3.1709 -1.2359 -0.6184 0.13 0.28 -1.10
H -0.9067 1.6978 0.2320 -0.11 -0.80 -0.37
H 0.9062 2.3297 -1.1694 -0.34 -1.32 0.27
H -2.5361 0.0938 0.6661 1.26 -1.85 0.16
H -1.9031 -1.5423 -0.0909 -0.97 0.40 1.01
H -1.8467 -1.2996 1.7823 -0.58 0.23 -1.27
```
Positions in Å, forces in eV/Å.

The computed natural (NBO) charges, all in e, follow:
1 C -0.284
2 C 0.006
3 C 0.085
4 C -0.657
5 N -0.250
6 N -0.214
7 N 0.412
8 O -0.271
9 H 0.234
10 H 0.218
11 H 0.231
12 H 0.247
13 H 0.243

=====

Computed, not measured: the molecule C4H5N3O at a distorted geometry, with ωB97M-V/def2-TZVPD.

Properties
- Spin multiplicity: 1
- Charge: 0
- HOMO energy: -9.7 eV

```
13
Properties=species:S:1:pos:R:3:forces:R:3
C -1.7332 2.8460 -0.8639 2.29 0.41 -0.59
C -0.5845 1.8032 -0.5080 -2.65 -0.45 -0.33
C -0.9645 0.4937 -0.7045 0.99 1.01 -1.41
C -0.0118 -0.4367 -0.1833 2.54 -5.32 1.44
N 0.0977 -1.9048 -0.0979 -0.68 -1.95 0.09
N 0.9979 -2.3011 0.7240 -3.06 1.94 -1.62
O 1.5210 -1.1822 1.2981 -0.57 1.34 -3.35
N 0.9985 -0.1151 0.4823 2.72 3.09 4.27
H -1.3031 3.1329 -1.9071 -0.65 1.15 1.91
H -1.7194 3.6050 0.0730 -0.39 -1.24 -2.91
H -2.7550 2.4806 -1.2330 1.45 -0.06 1.53
H 0.4726 2.1650 -0.0991 -2.79 -1.00 -0.69
H -1.7581 0.0828 -1.4197 0.81 1.06 1.65
```
Positions in Å, forces in eV/Å.

The computed natural (NBO) charges, all in e, follow:
1 C -0.686
2 C -0.063
3 C -0.337
4 C 0.255
5 N -0.238
6 N 0.147
7 O -0.162
8 N -0.151
9 H 0.234
10 H 0.244
11 H 0.236
12 H 0.266
13 H 0.253

=====

Computed, not measured: a structure of composition C4H5N3O at a distorted geometry, with ωB97M-V/def2-TZVPD.

Properties
- Spin multiplicity: 1
- Charge: 0
- HOMO energy: -9.0 eV

```
13
Properties=species:S:1:pos:R:3:forces:R:3
C 1.3732 0.5737 -0.3266 3.40 2.12 -0.11
C 2.1932 -0.4884 -0.0352 -0.80 -0.37 -1.21
C -0.8074 -0.3427 0.0309 -0.57 -2.65 -0.21
C -2.2616 0.0150 -0.3007 0.32 -0.97 1.42
H -1.3521 1.7380 1.1320 3.43 1.76 -4.28
H 1.7630 1.5803 -0.8233 -0.66 -2.44 0.91
H 1.7820 -1.4386 0.4813 0.91 1.95 -0.94
H 3.1830 -0.5385 -0.6094 -1.55 0.15 1.21
H -1.3954 -2.1374 0.2024 -0.52 -0.43 -0.41
N 0.0821 0.7354 0.0937 -3.27 -1.47 0.25
N -0.5221 -1.6459 0.2163 -0.05 4.78 -0.11
N -3.4188 -0.0678 -0.2446 1.26 0.50 -0.47
O -0.6192 2.0170 0.1831 -1.92 -2.93 3.93
```
Positions in Å, forces in eV/Å.

The computed natural (NBO) charges, all in e, follow:
1 C -0.053
2 C -0.455
3 C 0.325
4 C 0.187
5 H 0.494
6 H 0.224
7 H 0.254
8 H 0.222
9 H 0.362
10 N -0.168
11 N -0.620
12 N -0.272
13 O -0.500

=====

Computed, not measured: a structure of composition C4H5N3O2 at a distorted geometry, with ωB97M-V/def2-TZVPD.

Properties
- Spin multiplicity: 1
- Charge: 0
- HOMO energy: -9.4 eV

```
14
Properties=species:S:1:pos:R:3:forces:R:3
C -1.8618 -1.2296 -1.7524 3.84 2.20 -2.97
C -0.6722 1.3399 -0.4724 1.61 -1.18 0.15
C 0.8869 -0.7647 0.2709 0.69 1.51 -2.45
C 0.5029 0.3872 -0.3134 -1.05 1.41 -0.60
N -2.4777 -1.5061 -0.8563 -2.27 -1.20 2.43
N 1.3834 0.1967 -1.3769 -1.96 -1.53 -0.53
N -1.2185 1.5212 0.7106 -1.61 0.39 4.02
O -1.0136 1.7940 -1.5401 0.01 0.10 -0.10
O 1.7995 -1.0128 -0.7625 1.36 -0.16 0.63
H 0.7031 -1.4775 0.9851 -0.67 -1.35 1.45
H -1.0367 -0.7363 -2.3486 -1.58 -1.02 0.48
H 2.0711 0.8494 -1.6485 1.30 0.51 0.06
H -0.8083 1.0739 1.5695 -0.49 0.68 -1.71
H -2.0974 2.0169 0.9238 0.82 -0.36 -0.87
```
Positions in Å, forces in eV/Å.

The computed natural (NBO) charges, all in e, follow:
1 C 0.069
2 C 0.647
3 C 0.059
4 C -0.092
5 N -0.347
6 N -0.291
7 N -0.795
8 O -0.601
9 O -0.322
10 H 0.212
11 H 0.267
12 H 0.381
13 H 0.402
14 H 0.413